Record 1
Here is an isolated molecule of HN3O3 from the OMol25 dataset. Energies are from ωB97M-V/def2-TZVPD.

Values from the calculation:
**Multiplicity**: 3
**Charge**: 0
**Highest occupied orbital energy (alpha / beta)**: -7.70 / -11.62 eV
**Kohn-Sham gap (alpha / beta)**: 0.2881 / 0.2992 Ha
**ΔE to the lowest compared entry with this formula, charge and spin**: 61.3 kcal/mol
**⟨S²⟩**: 2.019

The geometry in XYZ format:
```
7
Properties=species:S:1:pos:R:3:forces:R:3:mulliken_charge:R:1
N -0.057 0.726 -1.566 -1.93 0.62 -6.64 -0.087
N 0.474 1.057 -0.598 1.89 1.55 4.64 -0.041
N -0.141 -0.726 1.200 0.79 -1.04 -0.67 1.114
O 0.801 -1.356 0.826 0.91 0.87 -0.97 -0.516
O -0.923 -1.099 1.990 -2.05 0.17 1.73 -0.531
O -0.482 0.516 0.681 0.50 -0.65 0.99 -0.237
H 0.328 0.882 -2.533 -0.11 -1.51 0.92 0.298
```
Forces are in eV/Å.



Record 2
Here is an isolated molecule of HN3O4S from the OMol25 dataset. Energies are from ωB97M-V/def2-TZVPD.

Values from the calculation:
**Multiplicity**: 1
**Charge**: 0
**Highest occupied orbital energy**: -10.53 eV
**Kohn-Sham gap**: 0.3496 Ha
**ΔE to the lowest compared entry with this formula, charge and spin**: 96.4 kcal/mol

The geometry in XYZ format:
```
9
Properties=species:S:1:pos:R:3:forces:R:3:mulliken_charge:R:1
N -2.492 0.289 0.149 -2.03 1.70 2.27 -0.544
N -1.405 0.045 0.535 1.74 -0.47 0.67 0.374
N 1.470 0.763 0.137 -0.66 -0.36 2.18 0.887
O 1.308 1.650 0.935 -0.04 -0.35 0.11 -0.523
O 1.838 0.798 -0.965 1.07 0.36 -2.44 -0.472
O -0.582 -0.629 -0.394 1.99 -1.30 0.86 -0.301
O 1.777 -1.871 -0.275 0.00 -0.11 -0.15 -0.380
S 0.961 -1.092 0.595 -2.24 1.53 -1.12 0.699
H -2.876 0.048 -0.717 0.17 -0.99 -2.37 0.261
```
Forces are in eV/Å.



Record 3
Here is an isolated molecule of HNO2S from the OMol25 dataset. Energies are from ωB97M-V/def2-TZVPD.

Values from the calculation:
**Multiplicity**: 3
**Charge**: 0
**Highest occupied orbital energy (alpha / beta)**: -8.65 / -10.12 eV
**Kohn-Sham gap (alpha / beta)**: 0.2882 / 0.2836 Ha
**ΔE to the lowest compared entry with this formula, charge and spin**: 27.4 kcal/mol
**⟨S²⟩**: 2.009

The geometry in XYZ format:
```
5
Properties=species:S:1:pos:R:3:forces:R:3:mulliken_charge:R:1
N -0.341 0.717 0.020 1.05 -0.21 0.01 -0.051
O 0.287 1.812 -0.008 -1.23 -1.95 -0.27 -0.342
O -3.542 0.213 0.053 2.40 0.60 -0.03 -0.363
S -2.078 -0.132 -0.033 -1.98 -0.86 -0.11 0.471
H 0.081 -0.290 -0.274 -0.24 2.42 0.40 0.284
```
Forces are in eV/Å.



no.,electronic energy (Ha)
1,-390.22781
2,-863.77488
3,-603.82970